[1]
The following is a DFT calculation (ωB97M-V/def2-TZVPD) of a 2-piece molecular cluster, C4H9N2O overall in a non-equilibrium geometry.

```
16
Properties=species:S:1:pos:R:3
O 0.57706 0.94178 1.74036
C 1.68966 0.38154 2.43080
H 0.21420 1.66558 2.29249
H 2.08094 -0.42865 1.79275
H 1.40173 -0.04638 3.40578
H 2.49273 1.11981 2.59397
C -1.57674 -1.16214 -1.89867
C -1.34143 -0.99632 -0.55963
C -0.11094 0.49399 -1.66090
N -0.80390 -0.22956 -2.54549
N -0.43569 0.02990 -0.45037
H -2.22353 -1.86009 -2.43030
H -1.74244 -1.52110 0.30749
H 0.58340 1.30425 -1.88329
H -0.75469 -0.09444 -3.57146
H -0.05036 0.40185 0.43647
```

Calculated values
energy above the lowest of the compared OMol25 structures with the same formula, charge and spin = 0.583 eV
energy = -9315.433 eV
total charge = +1

***

[2]
The following is a DFT calculation (ωB97M-V/def2-TZVPD) of a 2-piece molecular cluster, C3H7F3N overall in a non-equilibrium geometry.

```
14
Properties=species:S:1:pos:R:3
C -0.78788 0.97817 -0.73537
C -0.61401 -0.70311 1.14483
C -0.06435 -0.23941 -0.21042
N 1.29774 0.01559 -0.24476
F 1.71139 0.91718 -1.07672
F 2.08447 -1.37403 -0.96166
F 1.96133 0.06961 0.83747
H -1.85670 0.88177 -0.34020
H -0.35459 1.84526 -0.21827
H -0.70854 1.12636 -1.81523
H 0.03181 -1.51652 1.68752
H -1.66744 -1.21382 1.10405
H -0.75649 0.14228 1.84211
H -0.27675 -0.92932 -1.01334
```

Calculated values
energy above the lowest of the compared OMol25 structures with the same formula, charge and spin = 1.912 eV
energy = -12851.145 eV
total charge = +1

***

[3]
The following is a DFT calculation (ωB97M-V/def2-TZVPD) of a 2-piece molecular cluster, S2 overall in a non-equilibrium geometry.

```
2
Properties=species:S:1:pos:R:3
S 0.00000 0.00000 1.47428
S 0.00000 0.00000 -1.47428
```

Calculated values
energy above the lowest of the compared OMol25 structures with the same formula, charge and spin = 5.201 eV
energy = -21663.796 eV
total charge = 0

***

[4]
The following is a DFT calculation (ωB97M-V/def2-TZVPD) of one molecule with the formula C4H6N2O2 in a non-equilibrium geometry.

```
14
Properties=species:S:1:pos:R:3
C 0.85580 0.39689 1.24857
C -0.01355 0.03027 -0.00913
C 0.43090 -0.32202 -1.36231
C -0.83016 -1.50718 0.45690
N -1.35390 -2.51198 0.44438
N -1.15209 0.98352 -0.09786
O -1.24124 1.65474 -1.12917
O -1.79284 1.12141 0.95504
H 1.59065 1.29146 1.03736
H 0.28096 0.83238 2.18139
H 1.46188 -0.51814 1.38484
H 1.16341 -1.08821 -1.25092
H 0.96204 0.51045 -1.97268
H -0.36186 -0.87360 -1.88642
```

Calculated values
energy above the lowest of the compared OMol25 structures with the same formula, charge and spin = 5.671 eV
energy = -11315.371 eV
total charge = 0

***

[5]
The following is a DFT calculation (ωB97M-V/def2-TZVPD) of one molecule with the formula C17H20N2O3S.

```
43
Properties=species:S:1:pos:R:3
C -4.57803 -1.89220 0.36366
C -3.20680 -1.89521 -0.27663
O -3.02444 -2.06238 -1.45787
N -2.21037 -1.69823 0.64336
C -0.83543 -1.62250 0.44486
C -0.24383 -1.80591 -0.80489
C 1.12897 -1.70659 -0.93285
C 1.90955 -1.42705 0.17161
S 3.68056 -1.23081 -0.03503
O 4.14674 -2.30278 -0.86206
O 4.28257 -1.00821 1.24509
N 3.88895 0.15766 -0.92877
C 3.77574 1.44217 -0.28139
C 2.36824 1.80091 0.21052
C 1.33702 1.85485 -0.91742
C -0.09574 1.75662 -0.46085
C -1.05886 1.30553 -1.35787
C -2.38932 1.21756 -0.99459
C -2.77930 1.56937 0.28655
C -1.83094 2.01277 1.19051
C -0.50057 2.11108 0.81865
C 1.33869 -1.26897 1.41981
C -0.03156 -1.36437 1.55756
H -4.66060 -2.71484 1.07114
H -5.33272 -2.01125 -0.40801
H -4.74694 -0.95659 0.89171
H -2.50319 -1.54725 1.59907
H -0.86357 -2.02182 -1.65842
H 1.60672 -1.86322 -1.88768
H 3.47679 0.08433 -1.84377
H 4.44771 1.39170 0.57762
H 4.14537 2.20227 -0.97519
H 2.06574 1.05498 0.94549
H 2.42523 2.76856 0.71195
H 1.51602 1.03192 -1.61450
H 1.46475 2.78530 -1.48062
H -0.76230 1.02381 -2.35781
H -3.11853 0.86715 -1.70912
H -3.81899 1.50883 0.57499
H -2.12707 2.29382 2.19125
H 0.21886 2.47319 1.53617
H 1.98198 -1.07739 2.26465
H -0.48713 -1.23683 2.52915
```

Calculated values
energy above the lowest of the compared OMol25 structures with the same formula, charge and spin = 0.788 eV
energy = -37912.173 eV
total charge = 0

***

[6]
The following is a DFT calculation (ωB97M-V/def2-TZVPD) of C22H35N5RbSSi2 as an isolated structure.

```
66
Properties=species:S:1:pos:R:3
Rb -0.40880 0.42642 0.37357
C 2.70062 5.48366 1.87086
C 1.24047 5.91758 1.93371
N 0.41549 5.03060 2.72125
C -0.10103 3.83889 2.27517
S -0.12402 3.52659 0.59327
N -0.50562 3.09803 3.31284
N -0.99878 1.87488 3.02443
C -1.49921 1.23816 4.03084
C -1.58838 1.80543 5.42225
C -2.01538 -0.13944 3.82020
C -2.33560 -0.93848 4.92542
C -2.82461 -2.21777 4.73342
C -2.99242 -2.69222 3.44392
C -2.64746 -1.84222 2.40439
N -2.17901 -0.61135 2.57495
H 3.29033 6.18085 1.27030
H 2.76839 4.49495 1.41595
H 3.14139 5.43762 2.86986
H 0.82404 5.94690 0.92841
H 1.15703 6.92041 2.36093
H 0.55556 5.02657 3.72087
H -1.38925 2.87092 5.38299
H -0.85420 1.34679 6.09288
H -2.57828 1.63209 5.85102
H -2.19212 -0.55862 5.92571
H -3.06864 -2.83966 5.58645
H -3.36936 -3.68514 3.24146
H -2.74874 -2.17288 1.37474
C 1.09402 -4.26449 -2.90690
Si 0.84595 -2.96529 -1.54509
C 2.38367 -3.14627 -0.46528
C -0.62462 -3.62203 -0.54697
C 0.53122 -1.25631 -2.01305
C -0.80243 -1.02312 -2.61665
C -1.20309 -1.60903 -3.83998
C -2.44561 -1.35483 -4.37916
C -3.31573 -0.50200 -3.70740
C -2.87220 0.03966 -2.51744
N -1.67596 -0.20715 -1.97754
Si 1.81673 -0.22058 -2.74455
C 1.18010 1.53671 -2.99629
C 3.37383 -0.09712 -1.68640
C 2.43494 -0.72637 -4.46230
H 1.31886 -5.24427 -2.47226
H 1.91773 -3.98849 -3.57186
H 0.19417 -4.37131 -3.52021
H 2.37119 -4.11060 0.05295
H 2.44411 -2.35382 0.28341
H 3.29695 -3.10886 -1.06411
H -0.65468 -4.71569 -0.52901
H -1.56541 -3.26600 -0.97972
H -0.58404 -3.26987 0.48887
H -0.49766 -2.25045 -4.35287
H -2.73624 -1.80601 -5.32154
H -4.29732 -0.26406 -4.09472
H -3.51170 0.71449 -1.95523
H 0.98864 2.05237 -2.05013
H 0.24338 1.53433 -3.56185
H 1.90876 2.13157 -3.55595
H 3.12888 0.16180 -0.65327
H 4.02910 0.68480 -2.08336
H 3.94097 -1.02985 -1.67085
H 1.61924 -0.67050 -5.19043
H 2.81752 -1.75127 -4.47206
H 3.23433 -0.05965 -4.80281
```

Calculated values
energy above the lowest of the compared OMol25 structures with the same formula, charge and spin = 0.000 eV
energy = -58082.164 eV
total charge = -1

***

[7]
The following is a DFT calculation (ωB97M-V/def2-TZVPD) of an isolated ion of composition C6H18N2 and charge +2 in a non-equilibrium geometry.

```
26
Properties=species:S:1:pos:R:3
C 0.89971 2.51396 0.31581
C 0.60863 1.19582 1.05012
C 1.79200 0.90993 2.00248
N 1.66458 1.52181 3.38098
C 0.41435 0.00905 0.02319
C -0.09375 -1.23967 0.81618
C -0.50807 0.27840 -1.22445
N -0.49934 -0.86954 -2.18817
H 1.11541 3.27411 1.06024
H -0.00479 2.83118 -0.17147
H 1.72122 2.44982 -0.40053
H -0.34168 1.32767 1.60707
H 2.71805 1.27797 1.53421
H 1.88434 -0.16468 2.13179
H 1.62142 2.53518 3.29875
H 2.43371 1.23859 3.99039
H 0.82620 1.20762 3.82420
H 1.39973 -0.26828 -0.38962
H -0.38229 -2.00784 0.13986
H -1.02211 -0.93686 1.36488
H 0.62216 -1.57947 1.53230
H -1.52806 0.49691 -0.88187
H -0.14408 1.19110 -1.74836
H -1.26126 -0.80291 -2.87766
H -0.56384 -1.74614 -1.68794
H 0.38637 -0.88511 -2.74377
```

Calculated values
energy above the lowest of the compared OMol25 structures with the same formula, charge and spin = 0.359 eV
energy = -9478.246 eV
total charge = +2